Record 1
{"formula": "C26H38ClLiN4O12Si", "method": "ωB97M-V/def2-TZVPD", "gap_ev": 7.15, "charge": -2, "mol_weight_da": 669.1, "de_lowest_ev": 0.000, "symbols": ["Li", "N", "C", "C", "C", "C", "C", "C", "C", "C", "N", "C", "H", "H", "H", "H", "H", "H", "H", "H", "O", "C", "O", "C", "C", "N", "N", "C", "C", "O", "O", "H", "H", "H", "O", "Cl", "O", "O", "O", "C", "C", "C", "C", "O", "Si", "O", "O", "C", "C", "C", "C", "O", "C", "C", "C", "C", "H", "H", "H", "H", "H", "H", "H", "H", "H", "H", "H", "H", "H", "H", "H", "H", "H", "H", "H", "H", "H", "H", "H", "H", "H", "H", "H"], "positions_angstrom": [[1.10275, -0.46771, 1.94518], [0.23379, 2.46351, 1.73615], [-0.80203, 2.70341, 2.56153], [-1.00193, 3.91240, 3.21178], [-2.14287, 4.13812, 3.99827], [-3.11763, 3.19024, 4.14527], [-2.94679, 1.93297, 3.51301], [-3.90344, 0.89483, 3.58956], [-3.66673, -0.29447, 2.96825], [-2.44144, -0.47135, 2.29084], [-1.53394, 0.45840, 2.19838], [-1.78179, 1.66332, 2.76524], [0.90884, 3.19136, 1.58963], [0.24374, 1.65825, 1.08053], [-0.26952, 4.70122, 3.08659], [-2.25462, 5.10130, 4.48480], [-4.00615, 3.37732, 4.73534], [-4.81819, 1.06221, 4.14939], [-4.38059, -1.10688, 3.01512], [-2.19862, -1.42777, 1.83974], [4.14323, -4.67635, -0.34874], [3.15187, -5.22931, 0.30846], [2.96144, -6.43354, 0.31703], [2.24986, -4.31602, 1.05768], [1.13798, -4.73871, 1.75802], [0.56343, -3.64438, 2.27818], [1.23033, -2.53414, 1.96905], [2.26347, -2.90858, 1.23913], [3.24425, -1.83245, 0.83257], [4.13778, -2.18028, 0.00471], [3.09798, -0.73030, 1.36602], [4.17531, -3.64248, -0.20128], [0.75801, -5.73249, 1.91458], [-0.19636, -3.53884, 2.93753], [1.33320, -2.16001, 5.19218], [0.30692, -1.21929, 4.83405], [-0.77184, -1.92540, 4.15479], [-0.21874, -0.57900, 6.00900], [0.85521, -0.20038, 3.94458], [-2.35541, -2.42051, -1.96202], [-0.94623, -1.90263, -2.23783], [-0.60034, -2.05370, -3.71763], [0.06395, -2.65135, -1.38004], [-0.96798, -0.52316, -1.92585], [0.28547, 0.41980, -1.35056], [0.65887, 0.22063, 0.15076], [1.50769, 0.10706, -2.43150], [2.69872, 0.84447, -2.65654], [2.46870, 1.75939, -3.86042], [3.08540, 1.66605, -1.43082], [3.78297, -0.18507, -2.95737], [-0.19971, 1.97802, -1.71042], [-1.47785, 2.55483, -1.84018], [-2.40074, 2.11372, -0.70717], [-1.26678, 4.06664, -1.77205], [-2.06525, 2.16179, -3.19581], [-2.44250, -3.47663, -2.22607], [-3.08092, -1.84802, -2.54343], [-2.59286, -2.29965, -0.90410], [-0.57429, -3.10780, -4.00362], [0.37440, -1.60583, -3.90781], [-1.34560, -1.53885, -4.32859], [0.01780, -3.72350, -1.58566], [-0.13838, -2.47617, -0.32502], [1.07732, -2.30406, -1.58418], [1.64197, 2.43725, -3.65123], [2.21373, 1.16100, -4.73795], [3.36709, 2.34244, -4.07977], [2.34081, 2.44358, -1.24597], [4.05526, 2.14389, -1.59708], [3.14760, 1.03609, -0.54620], [3.44442, -0.84750, -3.75663], [3.99118, -0.78187, -2.06713], [4.70417, 0.30843, -3.27654], [-2.00451, 2.44948, 0.25089], [-2.48304, 1.02818, -0.68400], [-3.39779, 2.54139, -0.84189], [-0.81124, 4.32673, -0.81606], [-2.21587, 4.59976, -1.86813], [-0.59816, 4.38551, -2.57377], [-2.18324, 1.07960, -3.24404], [-1.38816, 2.47217, -3.99361], [-3.03684, 2.63967, -3.34911]], "lowdin_charge": [0.593, 0.156, -0.273, -0.052, -0.122, -0.085, -0.164, -0.031, -0.056, -0.147, 0.137, -0.169, 0.103, 0.039, 0.095, 0.089, 0.090, 0.104, 0.095, 0.106, 0.088, -0.533, 0.036, -0.065, -0.016, 0.023, 0.058, -0.145, -0.592, -0.019, -0.023, 0.051, 0.125, 0.125, -0.349, 0.658, -0.392, -0.352, -0.413, -0.034, -0.655, -0.030, -0.030, -0.121, 0.021, -0.324, -0.109, -0.648, -0.036, -0.032, -0.026, -0.109, -0.657, -0.018, -0.036, -0.031, 0.078, 0.078, 0.077, 0.079, 0.075, 0.079, 0.093, 0.073, 0.088, 0.070, 0.079, 0.075, 0.076, 0.084, 0.075, 0.081, 0.073, 0.077, 0.067, 0.078, 0.086, 0.078, 0.077, 0.077, 0.070, 0.082, 0.076]}

---

Record 2
{"formula": "C2H11NO2", "method": "ωB97M-V/def2-TZVPD", "gap_ev": 9.46, "smiles": "CNC.O.O", "mol_weight_da": 81.1, "de_lowest_ev": 3.057, "symbols": ["C", "N", "C", "H", "H", "H", "H", "H", "H", "H", "O", "H", "H", "O", "H", "H"], "positions_angstrom": [[1.15586, -2.01158, 0.65817], [0.14658, -1.29415, 1.46843], [-1.20249, -1.55410, 0.89965], [2.17713, -1.94134, 1.30935], [0.84236, -3.00828, 0.36094], [1.59164, -1.37561, -0.10292], [0.45262, -0.23474, 1.16144], [-1.73940, -0.57850, 1.00437], [-1.73885, -2.37912, 1.31786], [-1.04224, -1.57451, -0.20034], [-1.21467, 2.54204, -0.74185], [-1.16663, 2.09038, -1.51313], [-0.83096, 2.01202, -0.04655], [0.96431, 1.76192, -1.69584], [1.58724, 1.66418, -0.99012], [1.12369, 1.34694, -2.42531]], "nbo_charge": [-0.437, -0.603, -0.429, 0.187, 0.206, 0.176, 0.324, 0.201, 0.205, 0.167, -0.924, 0.467, 0.458, -0.941, 0.480, 0.462]}

---

Record 3
{"formula": "C3H5N3O", "method": "ωB97M-V/def2-TZVPD", "gap_ev": 9.35, "smiles": "C1=CN1.NN=C=O", "mol_weight_da": 99.1, "de_lowest_ev": 5.795, "symbols": ["C", "C", "N", "H", "H", "H", "N", "N", "C", "O", "H", "H"], "positions_angstrom": [[-1.08137, 1.21117, -0.51964], [-1.61514, 1.17611, 0.64567], [-1.46829, -0.13996, -0.05196], [-0.64379, 1.65716, -1.37365], [-2.04095, 1.52276, 1.54910], [-2.35204, -0.46192, -0.47533], [0.94324, -1.68756, 0.38605], [1.82243, -0.80912, -0.20734], [2.40384, 0.20872, -0.00730], [3.05065, 1.17302, -0.11904], [0.99456, -2.55178, -0.15092], [-0.01315, -1.29861, 0.32435]], "nbo_charge": [-0.044, -0.052, -0.665, 0.237, 0.235, 0.328, -0.654, -0.396, 0.803, -0.546, 0.355, 0.401]}

---

Record 4
{"formula": "C18H58O11", "method": "ωB97M-V/def2-TZVPD", "gap_ev": 10.14, "smiles": "CC(C)O.CC(C)O.CC(C)O.CCO.CO.CO.CO.CO.CO.CO.CO", "mol_weight_da": 450.7, "de_lowest_ev": 7.448, "symbols": ["C", "C", "C", "O", "H", "H", "H", "H", "H", "H", "H", "H", "C", "C", "C", "O", "H", "H", "H", "H", "H", "H", "H", "H", "C", "C", "C", "O", "H", "H", "H", "H", "H", "H", "H", "H", "C", "C", "O", "H", "H", "H", "H", "H", "H", "C", "O", "H", "H", "H", "H", "C", "O", "H", "H", "H", "H", "C", "O", "H", "H", "H", "H", "C", "O", "H", "H", "H", "H", "C", "O", "H", "H", "H", "H", "C", "O", "H", "H", "H", "H", "C", "O", "H", "H", "H", "H"], "positions_angstrom": [[-0.29774, -7.19961, -0.18519], [-0.83551, -6.55301, 1.04743], [-0.44438, -7.24142, 2.33405], [-0.30564, -5.20762, 1.03918], [0.74025, -7.04476, -0.47965], [-0.73678, -6.89493, -1.13521], [-0.45495, -8.27113, -0.06180], [-1.92053, -6.50338, 1.13894], [-0.99882, -6.91744, 3.21480], [0.61369, -7.03631, 2.49695], [-0.69676, -8.30174, 2.32354], [-0.80067, -4.71824, 0.37808], [2.87966, -2.91118, -3.90463], [2.74575, -1.60752, -4.72687], [3.75012, -0.50351, -4.23278], [3.00451, -1.97683, -6.07648], [3.94118, -3.15281, -3.85079], [2.41475, -3.80270, -4.32553], [2.42300, -2.68194, -2.94182], [1.70205, -1.31407, -4.61423], [4.72729, -0.98520, -4.26762], [3.50613, -0.26074, -3.19855], [3.85384, 0.30479, -4.95665], [3.88429, -2.35777, -6.12631], [0.28042, 7.62531, -3.25505], [1.14267, 6.39125, -3.21523], [2.22134, 6.56085, -2.11195], [0.27127, 5.29822, -2.95361], [0.95329, 8.42543, -3.56350], [-0.18322, 7.90303, -2.30847], [-0.51317, 7.60435, -4.00195], [1.65685, 6.23119, -4.16291], [2.75289, 7.50770, -2.20694], [2.87759, 5.69088, -2.08752], [1.72366, 6.77875, -1.16700], [0.68352, 4.45366, -2.75773], [4.83221, -4.36933, 1.08255], [4.32971, -3.14551, 1.95371], [3.43622, -3.56273, 2.90841], [4.06113, -4.48042, 0.32019], [4.83513, -5.32797, 1.60130], [5.70294, -4.01063, 0.53368], [3.94374, -2.38502, 1.27489], [5.19144, -2.58834, 2.32125], [2.71469, -3.93885, 2.39897], [-1.76370, 4.53222, 5.12209], [-1.12675, 3.38342, 5.57880], [-2.14231, 4.47590, 4.10151], [-2.64178, 4.91574, 5.64170], [-1.15828, 5.41067, 5.34542], [-0.88706, 3.46261, 6.50501], [-6.62833, 0.42189, -0.10280], [-5.60795, -0.13257, 0.68434], [-6.19655, 0.43760, -1.10351], [-7.54316, -0.15365, 0.03844], [-6.86011, 1.40042, 0.31776], [-5.68853, 0.23143, 1.56900], [-4.01819, -3.32548, -2.79773], [-3.25495, -2.61308, -1.96937], [-5.08798, -3.12491, -2.85620], [-3.57749, -3.23582, -3.79062], [-3.88482, -4.39115, -2.61159], [-3.83626, -2.00195, -1.51089], [-1.12204, -1.49616, 5.58135], [-0.48707, -2.73527, 5.83401], [-1.73778, -1.39610, 4.68750], [-1.73140, -1.26394, 6.45477], [-0.30888, -0.77057, 5.56201], [0.30605, -2.65011, 5.29986], [2.83260, 4.17561, 2.86817], [3.04479, 3.20301, 3.94964], [1.83322, 4.57756, 3.03484], [3.58060, 4.90492, 2.55718], [2.80322, 3.71434, 1.88102], [2.25730, 3.15115, 4.49623], [-0.19513, 1.15345, 0.36906], [-0.09528, 0.89087, -1.01100], [-0.21789, 2.23176, 0.52670], [-1.02177, 0.62837, 0.84766], [0.66503, 0.74652, 0.90070], [-0.66785, 0.21965, -1.38945], [-4.20579, 4.39065, -1.76553], [-3.38873, 5.31679, -1.08359], [-3.61978, 3.47212, -1.79709], [-5.12762, 4.31685, -1.18857], [-4.57060, 4.66498, -2.75535], [-2.53045, 5.33709, -1.51317]], "lowdin_charge": [-0.071, -0.492, -0.060, -0.067, 0.084, 0.075, 0.077, 0.134, 0.079, 0.085, 0.080, 0.079, -0.070, -0.471, -0.043, -0.066, 0.072, 0.077, 0.073, 0.129, 0.066, 0.076, 0.074, 0.082, -0.071, -0.490, -0.057, -0.059, 0.079, 0.085, 0.079, 0.130, 0.073, 0.076, 0.076, 0.086, -0.071, -0.351, -0.058, 0.053, 0.071, 0.065, 0.099, 0.103, 0.084, -0.201, -0.104, 0.084, 0.067, 0.074, 0.081, -0.168, -0.136, 0.082, 0.075, 0.077, 0.073, -0.239, -0.086, 0.088, 0.078, 0.075, 0.081, -0.174, -0.118, 0.072, 0.076, 0.076, 0.068, -0.133, -0.126, 0.072, 0.070, 0.058, 0.056, -0.166, -0.127, 0.075, 0.076, 0.070, 0.072, -0.171, -0.122, 0.077, 0.074, 0.072, 0.062]}

---

Record 5
{"formula": "C6H21N7PdS2", "method": "ωB97M-V/def2-TZVPD", "gap_ev": 6.66, "mol_weight_da": 361.8, "de_lowest_ev": 3.783, "symbols": ["Pd", "N", "N", "C", "N", "S", "H", "H", "H", "H", "H", "C", "N", "C", "C", "S", "N", "C", "C", "H", "H", "H", "H", "H", "H", "H", "H", "H", "H", "H", "H", "N", "N", "H", "H", "H", "H"], "positions_angstrom": [[-0.05473, -0.83861, -2.72472], [-0.58829, 1.68556, -0.68381], [-2.56069, 0.16047, -0.15858], [-1.42122, -2.04667, -0.35900], [-2.23504, -2.43952, 0.61073], [-0.66569, -3.01049, -1.46715], [0.38935, 1.75442, -0.95658], [-0.73196, 2.24651, 0.15517], [-2.71130, 1.15487, -0.32305], [-2.88271, -1.72785, 0.93116], [-2.51316, -3.40870, 0.66756], [-1.38452, 0.56033, 2.61835], [-0.02495, 0.47544, 2.10755], [0.91148, 1.40648, 2.72369], [0.26587, -0.20282, 0.98798], [-1.06860, -0.12349, -0.60830], [1.50974, -0.64082, 0.84805], [2.37423, -0.91005, 1.99868], [2.05354, -1.19783, -0.39172], [-1.40566, 0.18501, 3.64384], [-2.05500, -0.01463, 1.99149], [-1.72959, 1.59771, 2.62074], [0.39353, 2.35853, 2.85669], [1.75876, 1.57187, 2.06342], [1.27381, 1.07185, 3.69826], [1.78101, -0.95770, 2.90777], [3.15959, -0.16130, 2.10943], [2.84103, -1.88039, 1.83358], [1.48289, -0.84768, -1.25967], [1.98355, -2.28622, -0.36783], [3.09670, -0.89021, -0.46601], [-0.46700, 1.93708, -4.53974], [-0.02528, 0.68991, -5.06218], [0.29977, 2.59077, -4.62189], [-0.72329, 1.86811, -3.55974], [0.49115, 0.09086, -4.40086], [-0.81731, 0.17919, -5.42333]], "nbo_charge": [-0.033, -1.131, -1.166, -0.093, -0.803, -0.197, 0.351, 0.337, 0.363, 0.422, 0.388, -0.415, -0.460, -0.417, 0.428, 1.107, -0.421, -0.420, -0.414, 0.196, 0.253, 0.194, 0.211, 0.214, 0.201, 0.215, 0.206, 0.219, 0.225, 0.221, 0.200, -0.668, -0.655, 0.337, 0.350, 0.299, 0.355]}

---

Record 6
{"formula": "C19H31N3O4S2", "method": "ωB97M-V/def2-TZVPD", "gap_ev": 8.97, "smiles": "CC(C)CNS(=O)(=O)c1ccc(S(=O)(=O)N2CCN(C3CCCC3)CC2)cc1", "mol_weight_da": 429.6, "de_lowest_ev": 0.000, "symbols": ["C", "C", "C", "C", "N", "S", "O", "O", "C", "C", "C", "C", "S", "O", "O", "N", "C", "C", "N", "C", "C", "C", "C", "C", "C", "C", "C", "C", "H", "H", "H", "H", "H", "H", "H", "H", "H", "H", "H", "H", "H", "H", "H", "H", "H", "H", "H", "H", "H", "H", "H", "H", "H", "H", "H", "H", "H", "H", "H"], "positions_angstrom": [[-2.31883, 5.17498, -2.48686], [-1.13211, 5.36914, -1.54577], [-1.51845, 6.27834, -0.38184], [-0.63252, 4.02588, -1.00103], [-0.01882, 3.21817, -2.02932], [1.01476, 2.02126, -1.53996], [1.48408, 1.37450, -2.72835], [1.95527, 2.59570, -0.62841], [-0.02446, 0.86847, -0.63702], [-0.62932, -0.16484, -1.32660], [-1.42651, -1.06216, -0.63431], [-1.59669, -0.89773, 0.72681], [-2.63655, -2.05535, 1.63456], [-3.04382, -1.40751, 2.84642], [-3.64011, -2.52657, 0.72651], [-1.73129, -3.37029, 2.07586], [-1.34620, -4.29459, 1.03587], [0.16169, -4.21896, 0.75147], [0.64548, -2.87943, 1.04479], [1.97762, -2.65014, 0.49293], [1.96220, -2.65095, -1.04870], [2.92496, -1.54001, -1.50367], [3.60533, -1.03906, -0.22869], [2.56304, -1.28229, 0.85649], [0.60303, -2.65073, 2.48343], [-0.72399, -3.16240, 3.08132], [-1.01682, 0.15335, 1.41130], [-0.21479, 1.04854, 0.72050], [-2.68385, 6.13895, -2.83277], [-2.03471, 4.59067, -3.35850], [-3.13245, 4.66575, -1.97353], [-0.31015, 5.82813, -2.10252], [-2.32100, 5.82964, 0.19980], [-0.66836, 6.44523, 0.27457], [-1.86072, 7.24126, -0.75215], [-1.46233, 3.49535, -0.50865], [0.15806, 4.19651, -0.26768], [-0.63719, 2.90600, -2.76017], [-0.44819, -0.25893, -2.38621], [-1.92846, -1.87502, -1.13351], [-1.93800, -4.04099, 0.15742], [-1.61870, -5.30958, 1.34821], [0.69741, -4.97086, 1.35876], [0.34457, -4.44705, -0.29743], [2.67255, -3.43265, 0.85580], [2.26887, -3.62033, -1.44167], [0.94945, -2.44553, -1.39234], [2.37790, -0.72288, -1.97205], [3.65204, -1.90940, -2.22547], [3.88228, 0.01088, -0.30023], [4.50236, -1.62481, -0.01821], [2.99613, -1.26234, 1.85572], [1.78335, -0.52528, 0.78998], [1.44335, -3.15860, 2.99047], [0.70345, -1.57776, 2.65365], [-1.13585, -2.44979, 3.79505], [-0.57075, -4.11733, 3.59407], [-1.21162, 0.25826, 2.46691], [0.28438, 1.86717, 1.21499]], "nbo_charge": [-0.609, -0.220, -0.602, -0.233, -0.853, 2.326, -0.938, -0.935, -0.328, -0.220, -0.118, -0.305, 2.329, -0.942, -0.939, -0.659, -0.228, -0.244, -0.449, -0.038, -0.413, -0.417, -0.401, -0.411, -0.239, -0.248, -0.194, -0.198, 0.218, 0.201, 0.204, 0.208, 0.203, 0.211, 0.214, 0.179, 0.225, 0.401, 0.247, 0.233, 0.227, 0.203, 0.163, 0.220, 0.164, 0.206, 0.208, 0.224, 0.209, 0.223, 0.194, 0.210, 0.204, 0.175, 0.206, 0.244, 0.205, 0.248, 0.246]}

---

Please write out number 3 again, unchanged.
{"formula": "C3H5N3O", "method": "ωB97M-V/def2-TZVPD", "gap_ev": 9.35, "smiles": "C1=CN1.NN=C=O", "mol_weight_da": 99.1, "de_lowest_ev": 5.795, "symbols": ["C", "C", "N", "H", "H", "H", "N", "N", "C", "O", "H", "H"], "positions_angstrom": [[-1.08137, 1.21117, -0.51964], [-1.61514, 1.17611, 0.64567], [-1.46829, -0.13996, -0.05196], [-0.64379, 1.65716, -1.37365], [-2.04095, 1.52276, 1.54910], [-2.35204, -0.46192, -0.47533], [0.94324, -1.68756, 0.38605], [1.82243, -0.80912, -0.20734], [2.40384, 0.20872, -0.00730], [3.05065, 1.17302, -0.11904], [0.99456, -2.55178, -0.15092], [-0.01315, -1.29861, 0.32435]], "nbo_charge": [-0.044, -0.052, -0.665, 0.237, 0.235, 0.328, -0.654, -0.396, 0.803, -0.546, 0.355, 0.401]}